# 1
The following is a quantum chemistry calculation of a cluster of 3 separate species, C3H12NOS2 in total in a non-equilibrium geometry, from the Open Molecules 2025 dataset.

Bonds (Å) are listed after each position.
Element x y z (Å)
1 H 1.564 1.929 -1.106  O14 0.953
2 H -0.261 -0.106 1.630  C13 1.107
3 H 0.061 2.981 2.458  C16 1.104
4 H -2.573 2.271 -0.264  N12 1.018
5 H 0.455 -3.292 -0.393  S18 1.349
6 H -0.184 2.516 0.155  C19 1.110
7 H -1.404 2.138 3.028  C16 1.099
8 H -0.421 -4.517 0.655  S18 1.391
9 H 1.064 1.003 1.339  C13 1.089
10 H -1.843 0.841 -0.622  N12 1.023
11 S 0.406 -0.084 -0.691  C13 1.745
12 N -2.042 1.500 0.135  H4 1.018, H10 1.023, C19 1.432
13 C 0.153 0.607 0.892  H2 1.107, H9 1.089, S11 1.745, C19 1.611
14 O 1.687 2.845 -1.340  H1 0.953, H17 0.964
15 H -1.506 3.493 1.932  C16 1.121
16 C -0.912 2.566 2.144  H3 1.104, H7 1.099, H15 1.121, C19 1.516
17 H 2.618 3.052 -1.201  O14 0.964
18 S 0.324 -4.630 -0.514  H5 1.349, H8 1.391
19 C -0.830 1.879 0.795  H6 1.110, N12 1.432, C13 1.611, C16 1.516

Relative energy (zero: lowest compared OMol25 entry of this formula, charge and spin) in kJ/mol: 566.1
LUMO level in eV: -9.497
Gap between HOMO and LUMO in Eh: 0.108
Calculated total energy in hartree: -1047.432457
Net charge: +1

# 2
The following is a quantum chemistry calculation of a cluster of 2 separate species, C3H12NOSi in total in a non-equilibrium geometry, from the Open Molecules 2025 dataset.

Bonds (Å) are listed after each position.
Element x y z (Å)
1 C -1.863 0.440 -0.368  H4 1.005, H10 1.065, N14 1.480
2 O 1.328 -0.756 -1.426  H12 0.952, Si17 1.604
3 C 2.209 1.816 -0.042  H5 1.141, H11 1.140, H15 1.123, Si17 1.880
4 H -2.167 0.866 0.491  C1 1.005
5 H 1.595 2.777 -0.076  C3 1.141
6 C 0.941 -0.875 1.419  H13 1.091, H16 1.084, Si17 1.883, H18 1.138
7 H -2.504 -1.166 -1.436  N14 1.051
8 H -1.966 -1.500 0.102  N14 0.962
9 H -3.419 -0.898 -0.101  N14 0.973
10 H -2.138 0.877 -1.299  C1 1.065
11 H 2.937 2.041 -0.890  C3 1.140
12 H 0.657 -1.364 -1.720  O2 0.952
13 H 1.898 -0.948 1.938  C6 1.091
14 N -2.501 -0.896 -0.420  C1 1.480, H7 1.051, H8 0.962, H9 0.973
15 H 2.893 1.930 0.841  C3 1.123
16 H 0.073 -0.560 1.987  C6 1.084
17 Si 1.324 0.159 -0.108  O2 1.604, C3 1.880, C6 1.883
18 H 0.702 -1.943 1.108  C6 1.138

Relative energy (zero: lowest compared OMol25 entry of this formula, charge and spin) in kJ/mol: 214.0
LUMO level in eV: -3.486
Gap between HOMO and LUMO in Eh: 0.299
Calculated total energy in hartree: -540.676105
Net charge: +1

# 3
The following is a quantum chemistry calculation of a cluster of 2 separate species, C3H12NS in total in a non-equilibrium geometry, from the Open Molecules 2025 dataset.

Bonds (Å) are listed after each position.
Element x y z (Å)
1 H -0.164 1.143 -0.481  N6 1.019
2 H 0.365 3.340 -1.715  C13 1.141
3 H -1.716 1.245 -1.099  N6 1.085
4 H 1.392 -2.499 2.232  C8 1.050
5 H -0.361 -3.147 0.972  C7 1.117
6 N -0.839 1.823 -0.829  H1 1.019, H3 1.085, C13 1.479, H15 0.981
7 C -0.126 -2.352 0.223  H5 1.117, H10 1.120, H11 1.156, S14 1.788
8 C 1.205 -1.474 2.365  H4 1.050, H9 1.103, S14 1.857, H16 1.121
9 H 2.083 -0.809 2.389  C8 1.103
10 H 0.703 -2.706 -0.442  C7 1.120
11 H -1.098 -2.214 -0.388  C7 1.156
12 H -1.218 3.075 -2.659  C13 1.183
13 C -0.369 2.530 -2.041  H2 1.141, N6 1.479, H12 1.183, H17 1.165
14 S 0.342 -0.759 0.885  C7 1.788, C8 1.857
15 H -1.048 2.308 -0.003  N6 0.981
16 H 0.620 -1.298 3.306  C8 1.121
17 H 0.230 1.795 -2.718  C13 1.165

Relative energy (zero: lowest compared OMol25 entry of this formula, charge and spin) in kJ/mol: 115.2
LUMO level in eV: -3.624
Gap between HOMO and LUMO in Eh: 0.317
Calculated total energy in hartree: -574.149071
Net charge: +1

# 4
The following is a quantum chemistry calculation of a cluster of 2 separate species, C3H12NS in total, from the Open Molecules 2025 dataset.

Bonds (Å) are listed after each position.
Element x y z (Å)
1 H -1.520 -2.808 0.863  C8 1.088
2 H -0.471 -0.952 1.874  N12 1.023
3 H 0.920 2.144 0.658  C15 1.084
4 H -2.421 -1.390 0.423  C8 1.087
5 H 1.695 0.850 -2.277  S17 1.338
6 H 1.117 0.906 1.864  C15 1.091
7 H 0.936 2.641 -2.511  S17 1.344
8 C -1.460 -1.882 0.295  H1 1.088, H4 1.087, H11 1.084, N12 1.491
9 H 0.514 -1.458 0.661  N12 1.018
10 H -0.387 0.307 -0.760  C13 1.087
11 H -1.236 -2.086 -0.746  C8 1.084
12 N -0.383 -1.019 0.858  H2 1.023, C8 1.491, H9 1.018, C13 1.520
13 C -0.353 0.403 0.322  H10 1.087, N12 1.520, H14 1.087, C15 1.523
14 H -1.256 0.885 0.687  C13 1.087
15 C 0.930 1.069 0.802  H3 1.084, H6 1.091, C13 1.523, H16 1.091
16 H 1.763 0.636 0.246  C15 1.091
17 S 1.613 1.754 -3.260  H5 1.338, H7 1.344

Relative energy (zero: lowest compared OMol25 entry of this formula, charge and spin) in kJ/mol: 40.7
LUMO level in eV: -3.564
Gap between HOMO and LUMO in Eh: 0.334
Calculated total energy in hartree: -574.177451
Net charge: +1

# 5
The following is a quantum chemistry calculation of a cluster of 3 separate species, C3H12O2S in total in a non-equilibrium geometry, from the Open Molecules 2025 dataset.

Bonds (Å) are listed after each position.
Element x y z (Å)
1 H 1.873 -1.131 -1.117  C14 1.104
2 H -1.973 -0.369 -0.278  O11 0.960
3 H -0.325 -0.188 2.796  C4 1.076
4 C 0.475 -0.856 3.067  H3 1.076, H5 1.092, S8 1.827, H18 1.113
5 H 0.840 -0.401 3.991  C4 1.092
6 O -0.991 5.452 -3.012  H12 0.958, H16 0.959
7 H 0.283 -0.265 -0.958  C14 1.080
8 S 1.705 -0.748 1.721  C4 1.827, C9 1.875
9 C 0.819 -1.856 0.494  S8 1.875, H10 1.106, H13 1.094, C14 1.540
10 H -0.237 -1.912 0.815  C9 1.106
11 O -1.749 -0.245 -1.204  H2 0.960, H17 0.962
12 H -0.351 6.126 -2.780  O6 0.958
13 H 1.419 -2.761 0.631  C9 1.094
14 C 0.792 -1.216 -0.906  H1 1.104, H7 1.080, C9 1.540, H15 1.084
15 H 0.322 -1.815 -1.677  C14 1.084
16 H -0.477 4.655 -3.157  O6 0.959
17 H -2.483 -0.606 -1.711  O11 0.962
18 H 0.058 -1.865 3.284  C4 1.113

SMILES: CCSC.O.O
Relative energy (zero: lowest compared OMol25 entry of this formula, charge and spin) in kJ/mol: 100.4
LUMO level in eV: 0.593
Gap between HOMO and LUMO in Eh: 0.330
Calculated total energy in hartree: -670.125416

# 6
The following is a quantum chemistry calculation of a cluster of 3 separate species, C3H12O3S in total in a non-equilibrium geometry, from the Open Molecules 2025 dataset.

Bonds (Å) are listed after each position.
Element x y z (Å)
1 H -0.930 0.382 0.643  C2 1.091
2 C -1.201 0.115 -0.380  H1 1.091, C5 1.517, S13 1.854, H15 1.096
3 O 0.785 2.594 0.895  H4 0.961, H10 0.936
4 H -0.059 2.308 0.536  O3 0.961
5 C 0.014 -0.036 -1.276  C2 1.517, C7 1.515, H9 1.094, H12 1.099
6 O 0.168 -2.411 2.001  H18 0.975, H19 0.963
7 C 1.125 -0.835 -0.625  C5 1.515, O11 1.437, H14 1.086, H17 1.092
8 H 1.743 0.790 0.321  O11 0.952
9 H 0.287 0.939 -1.689  C5 1.094
10 H 0.572 3.109 1.648  O3 0.936
11 O 1.750 -0.150 0.472  C7 1.437, H8 0.952
12 H -0.234 -0.638 -2.160  C5 1.099
13 S -2.617 1.039 -1.140  C2 1.854, H16 1.330
14 H 0.741 -1.756 -0.196  C7 1.086
15 H -1.635 -0.878 -0.209  C2 1.096
16 H -2.678 0.341 -2.271  S13 1.330
17 H 1.930 -1.033 -1.337  C7 1.092
18 H -0.599 -2.122 2.530  O6 0.975
19 H 0.838 -1.761 2.235  O6 0.963

SMILES: OCCCS.O.O
Relative energy (zero: lowest compared OMol25 entry of this formula, charge and spin) in kJ/mol: 44.8
LUMO level in eV: 0.516
Gap between HOMO and LUMO in Eh: 0.361
Calculated total energy in hartree: -745.383550